# 1
# C25H20BrN6O7PtS2

A structure of composition C25H20BrN6O7PtS2 at a distorted geometry (ωB97M-V with the def2-TZVPD basis set, OMol25).

Properties
Relative energy (zero: lowest compared OMol25 entry of this formula, charge and spin) = 2.983 eV
Multiplicity = 1
Net charge = -1
Frontier orbital gap = 6.663 eV
F_max = 0.0304 hartree/bohr

```
62
Properties=species:S:1:pos:R:3:forces:R:3:mulliken_charge:R:1
C -0.74955 1.01162 3.46933 -0.1 0.1 0.1 -0.906
H -4.91928 0.57317 -0.43031 0.0 0.0 0.0 0.259
H -0.44710 -2.52741 -4.21680 0.0 0.0 0.0 0.480
C 2.05729 3.89958 -1.46053 -0.1 0.1 -0.2 -0.984
N -4.50833 -1.44192 -0.78848 -0.1 0.1 0.1 0.080
H -1.11961 0.42272 4.29601 0.0 0.0 0.0 0.463
N 0.12235 1.05434 1.25052 0.4 0.1 1.3 0.437
Pt 1.29172 0.07075 -0.02388 -0.8 -0.2 -1.3 0.721
C 2.61466 1.68922 -0.57213 0.3 0.1 0.0 -0.835
H 1.61382 4.51746 -2.23090 0.0 0.0 0.0 0.450
C -3.07154 -1.28024 -0.57224 0.0 0.0 -0.1 -1.909
O 5.13885 1.29888 1.88596 0.0 0.1 0.0 -0.695
C 2.68294 4.48484 -0.36205 0.1 -0.1 0.1 -0.498
O 4.49349 0.80995 -2.28709 -0.2 0.0 -0.3 -0.653
C -0.89738 -1.71045 -3.66905 0.0 0.1 0.1 -1.047
H -0.99503 1.67147 -3.56152 0.0 0.0 0.0 0.463
H -6.25898 -0.36514 -1.11015 0.0 0.0 0.0 0.358
H -4.36068 -3.43646 -1.38873 0.0 0.0 0.0 0.298
C -1.68840 -1.97724 -2.56347 -0.3 0.3 0.1 -0.854
C -0.36879 0.38079 2.30588 -0.1 -0.1 -0.1 -0.205
H -5.91325 -2.65898 -1.72444 0.0 0.0 0.0 0.362
O 3.38379 2.50085 3.10586 0.0 0.0 0.0 -0.722
C -1.19869 0.63872 -3.30262 0.1 0.1 0.0 -0.367
H -0.43196 -0.68863 2.18893 0.0 0.0 0.1 0.489
N -1.35288 -4.75539 -2.27371 0.3 -0.9 0.2 -0.622
H -0.01855 -0.17748 -4.88689 0.0 0.0 0.0 0.371
N -2.49950 1.42167 -1.42201 0.0 0.0 0.2 0.010
H 2.72349 5.56382 -0.27678 0.0 0.0 0.0 0.396
C -0.19580 -4.07815 -0.07561 0.0 -0.4 -0.1 0.027
Br 0.07413 4.93501 2.52689 0.0 0.0 0.0 -0.165
H -2.93451 -0.49650 0.17588 0.0 0.0 0.0 0.443
H 3.62301 4.15671 1.54516 0.0 0.0 0.0 0.540
S 3.43324 0.22457 -1.52698 0.3 0.1 0.4 1.112
H -2.69646 -2.21262 -0.14427 0.0 0.0 0.0 0.420
C -1.98062 0.36230 -2.18653 0.0 -0.2 0.0 0.396
H 0.60540 2.90797 0.48464 0.0 0.1 -0.1 1.129
C 0.02821 -5.03839 0.94962 0.0 0.0 -0.1 -0.015
S 3.72637 1.49492 2.10980 0.2 -0.2 0.3 1.387
H 1.62418 2.04563 -2.44047 0.0 0.0 0.0 0.465
C -2.24411 -0.95302 -1.79840 0.1 0.2 -0.1 0.937
H -4.50841 -2.30077 -2.74808 0.0 0.0 0.0 0.301
O 3.79047 -0.72219 -0.50419 0.1 -0.2 0.2 -0.501
N 0.19481 -5.82807 1.77284 0.0 0.0 0.0 -0.550
C 3.21698 3.70525 0.65125 0.0 0.0 -0.1 -0.745
C 0.13408 -2.76344 0.11187 -0.6 0.3 0.1 0.886
O 2.22021 -0.20522 -2.25861 0.2 0.0 0.4 -0.449
O -2.47277 3.75800 -1.05774 0.0 -0.2 0.1 -0.595
C 0.23648 2.38530 1.34864 -0.3 0.1 -0.1 -0.758
H -4.92049 0.15037 -2.15543 0.0 0.0 0.0 0.305
C 2.04346 2.53212 -1.56848 -0.1 -0.1 0.0 0.303
C -0.83185 -4.45003 -1.29091 0.5 -0.9 0.5 0.259
C -0.12946 3.06698 2.49145 0.0 0.1 -0.1 -0.382
N 0.18549 -1.61030 0.26407 0.7 0.3 -0.2 -0.511
C -0.65624 -0.39631 -4.04117 0.1 0.0 0.0 -0.746
O 2.92681 0.28811 2.23198 -0.1 0.1 -0.1 -0.531
C 3.18334 2.31856 0.58363 -0.2 0.0 -0.3 0.622
C -2.44236 2.60260 -1.26794 0.0 0.2 -0.2 0.618
C -4.83227 -2.50868 -1.71677 0.0 0.0 0.1 -0.928
C -5.17969 -0.20695 -1.14518 0.0 -0.1 0.0 -0.919
H -0.87001 2.90654 4.49587 0.0 0.0 0.0 0.453
H -1.84940 -3.00971 -2.26283 -0.4 1.2 -0.4 1.120
C -0.61343 2.38382 3.58598 0.0 -0.1 0.0 -0.266
```
Forces are in eV/Å.



# 2
# C6H8N2

An isolated molecule of C6H8N2 at a distorted geometry (ωB97M-V with the def2-TZVPD basis set, OMol25).

Properties
Relative energy (zero: lowest compared OMol25 entry of this formula, charge and spin) = 5.558 eV
Multiplicity = 1
SMILES string = N#CC1=CCCNC1
Net charge = 0
Frontier orbital gap = 9.879 eV
F_max = 0.2228 hartree/bohr

```
16
Properties=species:S:1:pos:R:3:forces:R:3:mulliken_charge:R:1
H 1.29216 -1.21651 1.47260 1.6 -0.6 -3.4 0.309
H -0.69092 -2.04719 0.47978 1.7 1.8 -2.4 0.223
C 1.47582 -1.30061 0.21645 -3.8 3.6 2.0 -0.431
H 1.91363 -2.10129 -0.24229 1.0 -2.6 -0.4 0.399
C 1.97154 0.00277 -0.40222 -6.7 -1.7 -0.9 -0.678
C -0.70756 -0.08511 -0.29943 3.7 4.5 0.9 0.537
H -0.01897 2.20685 -0.85784 0.5 -2.4 1.3 0.256
C 0.08528 1.34575 -0.01580 -3.8 1.4 1.1 -0.497
H 1.79267 1.85224 -0.01744 0.9 -0.2 1.6 0.288
N 1.40741 1.01847 0.47353 0.4 2.8 -3.0 -0.449
H 1.30004 0.02485 -1.51842 3.2 0.2 2.5 0.260
H 2.92678 0.10863 -0.25008 5.6 0.4 -0.7 0.496
C -0.01893 -1.16750 -0.10465 -0.5 -5.8 3.9 -0.296
C -2.01897 -0.08267 -0.01297 -11.4 0.7 -0.1 -0.169
N -3.24310 -0.02517 0.05633 7.3 -0.4 -0.1 -0.536
H -0.38872 1.94353 0.93634 0.3 -1.8 -2.4 0.289
```
Forces are in eV/Å.



no.,E_HOMO (eV)
1,-6.319
2,-9.567